(1)
A molecular structure, C22H26Br27F9O4S2. Source: OMol25; level of theory: wB97M-V/def2-TZVPD.

## Properties
LUMO level ... -0.612 eV
HOMO-LUMO gap ... 8.48 eV
Highest occupied orbital energy ... -9.10 eV

XYZ file:
```
90
C22H26Br27F9O4S2 | OMol25 | wB97M-V/def2-TZVPD
C 4.0777 4.8066 0.6706
C 2.8310 3.8312 0.3107
S 2.8661 2.4392 1.5228
C 1.1843 1.7039 1.7879
C 0.8249 0.4262 0.8828
C 2.0462 -0.1298 -0.0063
C 3.0611 -0.9396 0.9348
C 4.5507 -1.0631 0.3874
F 4.7231 -0.5222 -0.9220
F 4.8229 -2.4619 0.2321
C 5.6745 -0.3662 1.2926
F 5.7800 0.9817 0.8265
F 5.3519 -0.2781 2.6546
C 7.1092 -1.1150 1.2302
F 7.4783 -1.4622 -0.0710
F 7.0002 -2.2747 2.0448
C 8.2961 -0.2542 1.8778
F 8.1330 -0.0720 3.2669
F 9.4590 -1.0610 1.7614
F 8.5849 0.9249 1.2022
C -0.3912 0.7095 -0.1749
O -1.4991 1.4475 0.4059
S -2.3271 0.5571 1.5405
O -3.1635 1.4548 2.4245
O -3.2594 -0.4584 0.9283
C -1.0979 -0.3014 2.6287
O -1.6901 -1.5411 3.1008
C 0.2498 -0.7236 1.8792
H 3.9912 5.8053 0.1377
H 5.0515 4.2653 0.4304
H 4.0053 4.9873 1.7957
H 1.8561 4.4362 0.3125
H 2.9830 3.5096 -0.7769
H 1.1437 1.4104 2.8979
H 0.4286 2.5616 1.6720
H 2.5289 0.6466 -0.6758
H 1.5753 -0.9067 -0.7158
H 2.9732 -0.5019 1.9790
H 2.6446 -2.0078 1.0108
H -0.7848 -0.3373 -0.4456
H -0.0509 1.2359 -1.1211
H -0.8370 0.2779 3.5830
H -2.0079 -1.4133 4.0171
H 0.0985 -1.6967 1.2851
H 1.0026 -0.9754 2.7119
C 6.3629 2.0273 -3.2945
Br 4.5422 1.3756 -3.3224
Br 6.5024 3.8234 -4.0116
Br 7.1252 1.8911 -1.5171
H 6.9460 1.3784 -3.9442
C -7.0061 0.3990 0.7058
Br -6.1625 2.0199 0.0625
Br -7.4605 0.5200 2.5868
Br -8.5394 -0.0928 -0.3750
H -6.2750 -0.4008 0.6058
C -12.4399 -2.2819 -0.9158
Br -11.3901 -1.4891 -2.3405
Br -12.9674 -4.1000 -1.3351
Br -11.5326 -2.1693 0.7928
H -13.3533 -1.6978 -0.8300
C 0.7770 3.5010 -4.3805
Br -1.1213 3.5310 -4.7729
Br 1.6123 5.2121 -4.7430
Br 1.1243 2.8831 -2.5733
H 1.2309 2.7786 -5.0556
C -2.7813 -5.1935 4.5291
Br -2.7350 -4.3187 6.2593
Br -4.2376 -4.5416 3.4299
Br -1.0756 -5.0706 3.6152
H -2.9686 -6.2484 4.7109
C -9.2923 -6.2142 0.9462
Br -9.7453 -6.5707 -0.9047
Br -8.1111 -4.6857 1.1147
Br -10.8730 -6.0313 2.0546
H -8.7464 -7.0806 1.3126
C 5.9051 8.5013 -2.2048
Br 4.3964 7.3140 -2.4743
Br 5.3484 10.2310 -1.5294
Br 7.2639 7.6923 -1.0835
H 6.3557 8.6701 -3.1802
C -2.4288 -8.5894 2.2150
Br -4.2076 -8.9124 1.5160
Br -2.3829 -8.7103 4.1501
Br -1.1089 -9.7452 1.3914
H -2.1644 -7.5663 1.9539
C -2.2932 2.4733 -8.2605
Br -4.2302 2.4350 -8.1966
Br -1.5726 0.9455 -9.2122
Br -1.6293 4.1472 -8.9785
H -1.9393 2.4048 -7.2344
```

(2)
A molecular structure, C22H26BrIrN4O4S2. Source: OMol25; level of theory: wB97M-V/def2-TZVPD.

## Properties
Spin multiplicity ... 2
LUMO level (alpha / beta) ... 1.728 / -0.280 eV
Relative energy (zero: lowest compared OMol25 entry of this formula, charge and spin) ... 13.2 kcal/mol
HOMO-LUMO gap (alpha / beta) ... 6.85 / 4.83 eV
Highest occupied orbital energy (alpha / beta) ... -5.12 / -5.11 eV
Charge ... -1

XYZ file:
```
60
C22H26BrIrN4O4S2 | OMol25 | wB97M-V/def2-TZVPD
Ir -2.5213 1.2354 1.0253
N -3.1679 2.6477 -0.4268
C -2.5565 3.9792 -0.1026
C -1.9088 4.0556 1.2889
O -1.6447 5.1555 1.7674
N -1.6313 2.8586 1.7936
C -1.0143 2.6382 3.0814
C -1.2984 1.2135 3.5843
O -0.9485 0.8861 4.6966
O -1.8997 0.3849 2.7525
H -3.0258 2.4096 -1.4038
H -4.1674 2.7211 -0.2671
H -3.2856 4.7799 -0.2141
H -1.7455 4.1643 -0.7991
H -1.3626 3.3494 3.8325
H 0.0738 2.7364 3.0206
S -4.4007 1.8003 2.1388
C -5.4290 0.4794 1.8412
C -6.7162 0.5063 2.4725
N -7.7443 0.5473 2.9856
C -5.0806 -0.5740 1.0095
S -3.5840 -0.6307 0.2179
C -6.0172 -1.6320 0.7627
N -6.7560 -2.4871 0.5510
C 3.6178 -0.4685 -4.4579
C 3.5753 -1.2102 -3.1220
C 3.4397 -2.7119 -3.4107
C 4.9020 -0.9567 -2.3922
C 2.4101 -0.7499 -2.2500
C 1.5061 0.2151 -2.6360
C 0.4626 0.5720 -1.7916
Br -0.7033 1.9170 -2.4505
C 0.2269 0.0134 -0.5252
O -0.7753 0.2719 0.2605
C 1.1961 -0.9695 -0.1177
C 2.2191 -1.3103 -0.9818
C 1.1257 -1.5853 1.2860
C -0.2166 -2.2917 1.5209
C 1.3170 -0.4740 2.3272
C 2.2252 -2.6274 1.5227
H 4.4663 -0.8230 -5.0475
H 3.7349 0.6074 -4.3142
H 2.7098 -0.6400 -5.0395
H 4.2669 -3.0584 -4.0368
H 2.5021 -2.9184 -3.9304
H 3.4460 -3.2950 -2.4888
H 5.7456 -1.2816 -3.0079
H 4.9465 -1.4983 -1.4465
H 5.0216 0.1063 -2.1742
H 1.5772 0.7111 -3.5936
H 2.9298 -2.0563 -0.6578
H -1.0380 -1.5836 1.4882
H -0.2145 -2.7642 2.5067
H -0.3828 -3.0680 0.7691
H 0.5287 0.2684 2.2506
H 2.2862 0.0118 2.1881
H 1.2851 -0.8926 3.3362
H 2.1470 -3.4713 0.8328
H 2.1200 -3.0160 2.5375
H 3.2256 -2.1972 1.4377
```